Record 1
C2H3PS3 | the ωB97M-V functional and the def2-TZVPD basis

The calculation puts the lowest unoccupied orbital energy (alpha / beta) at -0.75 / -1.82 eV. For the electronic energy, the calculation gives -43913.7946 eV. The HOMO-LUMO gap (alpha / beta) comes out at 7.92 / 5.81 eV. Its energy relative to the best compared isomer or geometry (same formula, charge and spin) is 165.07 kJ/mol. As for the charge: 0.

Element x y z (Å)
H  -1.15  0.53  -0.92
P  1.27  0.59  1.64
H  0.52  0.32  2.84
S  3.60  -0.19  -1.10
S  3.00  -0.67  1.96
C  0.35  -0.08  0.39
H  -0.87  -1.20  -0.79
S  4.28  0.26  0.65
C  -0.54  -0.26  -0.51

Mulliken atomic charge list, values in e, 2 entries: number 1, H, carries 0.25; number 2, P, carries -0.17

Record 2
C2H42O21Y | the ωB97M-V functional and the def2-TZVPD basis

The calculation puts the lowest unoccupied orbital energy at -3.93 eV. For the electronic energy, the calculation gives -46793.7015 eV. The HOMO-LUMO gap comes out at 7.38 eV. Its energy relative to the best compared isomer or geometry (same formula, charge and spin) is 0.00 kJ/mol. As for the charge: +1.

Element x y z (Å)
O  -1.53  -3.38  1.62
H  4.10  -3.27  -2.10
H  -3.78  0.89  0.53
H  -1.63  -2.62  1.05
H  -3.02  -2.89  -0.98
H  3.04  1.02  1.45
H  2.14  -0.90  -3.64
H  -0.63  2.77  -2.06
H  -1.48  0.16  -0.39
H  0.06  -0.61  -3.42
O  -3.09  1.48  0.90
H  -1.63  3.79  -1.53
H  -3.01  -1.40  -1.18
H  -1.50  3.66  2.20
H  -0.25  0.08  -2.13
O  1.93  3.54  -1.48
H  -2.29  1.10  0.62
O  -0.42  1.10  1.15
O  0.81  1.21  -1.03
H  1.42  3.24  -2.24
C  -0.65  -0.01  0.25
H  -0.95  -0.82  0.92
H  -2.11  -2.48  4.65
H  0.23  2.33  3.43
O  -0.87  3.26  -1.25
O  -3.17  0.54  -2.21
H  1.52  -0.37  0.25
H  2.69  -2.72  -2.24
O  -2.67  -2.04  -0.64
O  0.29  0.02  3.42
H  -2.23  0.22  -2.22
O  -2.96  -0.31  2.81
H  -0.31  -0.73  3.46
H  -2.04  -1.38  3.57
O  2.78  1.76  0.88
H  1.66  2.94  3.34
O  -1.31  3.67  1.29
H  3.48  1.89  0.23
H  0.27  -2.47  -2.46
H  3.44  -1.98  -0.13
O  3.67  -1.56  0.72
O  3.37  -2.92  -1.59
Y  0.67  2.76  0.45
H  -2.76  0.40  2.22
H  2.21  4.39  -1.81
H  -1.77  4.45  0.94
H  1.07  -1.85  1.36
O  -1.48  -2.03  4.03
H  0.64  -0.76  -1.26
H  2.71  -1.48  0.95
H  0.10  0.43  2.57
H  1.98  0.98  -2.09
O  -0.68  -0.20  -3.00
O  2.56  0.88  -2.88
H  -1.06  -2.41  -1.79
C  0.70  -0.11  -0.43
H  -3.83  -0.62  2.72
H  1.31  -2.57  2.80
H  -0.67  -3.47  1.96
H  1.35  -1.98  -4.43
O  1.51  -1.60  -3.55
H  -3.02  1.44  -2.54
O  -0.42  -3.02  -2.10
O  0.87  2.65  2.80
O  1.17  -2.66  1.82
H  3.45  0.59  -2.57

Mulliken atomic charge list, values in e, 2 entries: number 1, O, carries -0.69; number 2, H, carries 0.29